{
  "formula": "C36H36CrN6O3PSTe",
  "method": "ωB97M-V/def2-TZVPD",
  "symbols": ["Cr", "S", "C", "N", "N", "C", "C", "C", "C", "C", "C", "N", "N", "C", "C", "C", "C", "C", "C", "H", "H", "H", "H", "H", "H", "H", "H", "H", "H", "H", "C", "C", "N", "C", "C", "C", "C", "C", "C", "C", "C", "C", "N", "C", "H", "H", "H", "H", "H", "H", "H", "H", "C", "C", "O", "P", "O", "Te", "O", "C", "C", "H", "H", "H", "H", "H", "H", "H", "H", "H", "H", "C", "C", "C", "C", "C", "C", "C", "H", "H", "H", "H", "H", "H", "H"],
  "coordinates": [[0.16732, 0.84025, -0.05488], [0.23167, 0.33757, -2.38522], [-1.53920, 0.11353, -2.41869], [-1.98692, -0.54979, -3.46799], [-3.33196, -0.78578, -3.66755], [-4.46553, -0.67068, -2.85410], [-4.46879, -1.08128, -1.51819], [-5.62725, -1.00976, -0.76372], [-6.81958, -0.55175, -1.32139], [-6.83174, -0.18391, -2.66096], [-5.66898, -0.24206, -3.42033], [-2.35541, 0.64232, -1.47853], [-1.75742, 1.34802, -0.50062], [-2.66070, 2.11562, 0.25795], [-4.05379, 1.98844, 0.13703], [-4.90576, 2.76050, 0.91630], [-4.40696, 3.69356, 1.81877], [-3.02804, 3.84537, 1.91992], [-2.16699, 3.07214, 1.15743], [-3.51841, -0.82409, -4.64660], [-3.54866, -1.45737, -1.08774], [-5.60311, -1.31542, 0.27852], [-7.71990, -0.48201, -0.72045], [-7.74881, 0.17345, -3.11690], [-5.68375, 0.05764, -4.46485], [-4.45091, 1.28728, -0.58275], [-5.97789, 2.62841, 0.81198], [-5.07574, 4.31002, 2.41120], [-2.61232, 4.58974, 2.59118], [-1.10084, 3.22744, 1.22989], [-1.75544, -2.93288, 0.68557], [-1.54323, -1.57093, 0.44538], [-0.34680, -1.06482, 0.26371], [0.71632, -1.89222, 0.36331], [0.60572, -3.25494, 0.60910], [-0.68599, -3.77928, 0.76244], [1.81116, -4.03961, 0.71379], [3.02577, -3.47496, 0.59416], [3.16607, -2.06122, 0.35721], [4.39359, -1.39964, 0.25578], [4.40872, -0.04759, 0.03736], [3.20143, 0.65168, -0.05996], [2.03621, 0.05154, 0.05726], [2.01382, -1.28576, 0.24283], [-2.76870, -3.29483, 0.80840], [-2.36530, -0.87068, 0.39345], [-0.82255, -4.83984, 0.94960], [1.71809, -5.10513, 0.89610], [3.92335, -4.07738, 0.68243], [5.31774, -1.95985, 0.35847], [5.34078, 0.49036, -0.05876], [3.16481, 1.72053, -0.24050], [3.71892, 3.69543, -3.52745], [3.16782, 4.68232, -2.51788], [2.66463, 3.95838, -1.37624], [1.10830, 3.99018, -0.89639], [1.01362, 2.64928, -0.16991], [-0.41617, 4.60735, -2.53633], [1.14275, 5.15326, 0.22659], [2.25611, 5.39212, 1.10359], [2.50378, 4.29663, 2.12540], [4.07776, 4.22013, -4.42073], [2.92780, 2.99959, -3.82095], [4.54784, 3.12423, -3.09599], [2.37214, 5.27088, -2.96341], [3.94606, 5.36156, -2.16244], [2.00752, 6.32162, 1.60937], [3.15678, 5.55998, 0.51038], [1.63992, 4.16793, 2.77949], [3.37423, 4.56083, 2.73407], [2.69923, 3.34658, 1.63101], [0.18804, 1.05314, 2.16495], [0.43091, -0.15630, 2.97807], [1.72735, -0.62987, 3.26108], [1.94568, -1.82718, 3.93644], [0.87534, -2.60197, 4.37207], [-0.41842, -2.14143, 4.13576], [-0.63396, -0.94680, 3.45975], [0.97747, 1.79170, 2.30390], [-0.78188, 1.48904, 2.39406], [2.57929, -0.03200, 2.94166], [2.96355, -2.16320, 4.12042], [1.04431, -3.53710, 4.89592], [-1.26758, -2.71762, 4.49204], [-1.64809, -0.59905, 3.28161]],
  "forces_ev_per_a": [[-0.10, 1.56, -0.06], [-0.33, -0.08, 0.26], [0.02, -0.09, -0.16], [-0.08, -0.03, 0.36], [-0.15, 0.28, 0.45], [0.29, -0.08, -0.14], [-0.11, -0.29, 0.16], [0.04, -0.11, -0.08], [-0.01, 0.03, -0.06], [0.06, -0.03, 0.07], [-0.03, -0.04, -0.03], [0.37, 0.45, -0.06], [-0.52, 0.08, -0.07], [0.13, -0.17, -0.09], [-0.03, 0.01, 0.00], [0.09, -0.04, -0.01], [0.01, -0.02, -0.05], [0.05, -0.03, -0.03], [-0.06, 0.07, -0.06], [-0.08, 0.01, -0.33], [-0.27, 0.04, -0.15], [0.01, 0.03, -0.07], [0.07, -0.01, -0.05], [0.05, -0.02, 0.00], [0.01, 0.04, 0.10], [0.00, 0.08, 0.06], [0.03, 0.01, -0.04], [0.05, -0.08, -0.04], [0.00, -0.04, -0.03], [0.05, 0.04, -0.05], [-0.21, -0.01, 0.00], [-0.37, -0.04, 0.05], [0.11, -0.69, 0.15], [0.34, 0.15, 0.02], [0.22, -0.23, 0.08], [0.06, -0.20, 0.00], [-0.30, -0.08, 0.01], [0.21, 0.14, -0.03], [-0.08, -0.24, 0.04], [0.16, -0.14, 0.03], [0.05, 0.15, -0.01], [0.17, 0.29, -0.04], [0.42, -0.55, 0.04], [-0.24, -0.08, 0.09], [0.05, 0.04, -0.01], [0.02, 0.02, 0.05], [0.03, 0.08, -0.01], [-0.02, 0.07, 0.01], [-0.02, 0.05, -0.01], [-0.06, 0.03, -0.04], [0.00, 0.04, 0.00], [0.00, -0.04, 0.00], [-0.03, -0.07, 0.04], [0.05, -0.30, 0.19], [0.17, 0.17, -0.41], [0.30, -0.42, 0.35], [-0.18, 0.46, -0.12], [-0.07, -0.02, -0.01], [0.10, -0.02, 0.23], [-0.13, -0.15, -0.12], [-0.06, 0.00, -0.08], [-0.04, -0.06, 0.14], [0.08, 0.07, 0.00], [-0.09, 0.04, -0.08], [-0.20, 0.09, -0.01], [0.01, 0.00, 0.09], [-0.02, 0.12, 0.02], [0.00, -0.02, -0.10], [0.02, -0.02, -0.03], [-0.07, 0.01, -0.01], [0.01, -0.03, 0.02], [0.12, -0.53, 0.03], [-0.05, 0.02, -0.08], [-0.03, -0.04, 0.03], [-0.03, 0.08, -0.08], [-0.03, 0.07, -0.05], [0.04, 0.13, -0.05], [0.12, -0.04, -0.05], [0.01, 0.06, -0.05], [-0.01, -0.02, 0.03], [-0.05, -0.07, 0.00], [-0.08, 0.06, -0.01], [-0.01, 0.07, -0.03], [0.03, 0.04, -0.05], [0.03, -0.04, 0.04]],
  "e_lumo_ev": [1.743, 1.635],
  "relative_energy_kj_mol": 83.55,
  "homo_ev": [-3.351, -3.791],
  "total_energy_ev": -108843.2685,
  "multiplicity": 5,
  "charge": -1,
  "gap_ev": [5.094, 5.427]
}